Molecular formula: C3H10O2S
Method: DFT, ωB97M-V with the def2-TZVPD basis set

Bonds (Å) are listed after each position.
Positions of all 16 atoms, in Å:
1 O -1.955 -0.259 1.496  C2 1.410, H6 1.013
2 C -1.495 0.211 0.248  O1 1.410, C3 1.562, H7 0.981, H8 1.137
3 C 0.051 0.036 0.388  C2 1.562, C4 1.533, H9 1.161, H10 1.131
4 C 1.101 1.020 -0.140  C3 1.533, S5 1.844, H11 1.186, H12 1.103
5 S 1.594 0.827 -1.907  C4 1.844, H13 1.298
6 H -2.154 0.489 2.149  O1 1.013
7 H -1.813 -0.392 -0.457  C2 0.981
8 H -1.875 1.280 0.183  C2 1.137
9 H 0.089 0.002 1.548  C3 1.161
10 H 0.174 -1.064 0.154  C3 1.131
11 H 2.098 1.029 0.503  C4 1.186
12 H 0.835 2.079 0.016  C4 1.103
13 H 1.286 2.030 -2.286  S5 1.298
14 O -0.547 -2.458 1.379  H15 0.975, H16 0.997
15 H -0.765 -1.584 1.752  O14 0.975
16 H -1.301 -2.966 0.969  O14 0.997

The calculated total energy comes out at -18201.41027 eV. The SMILES is OCCCS.O. As for the multiplicity: 1. The LUMO energy comes out at 0.0224 hartree. As for the HOMO energy: -9.049 eV. Its energy relative to the best compared isomer or geometry (same formula, charge and spin) is 1.654 eV. Its charge is 0. The HOMO-LUMO gap comes out at 9.658 eV.